This record from the Open Molecules 2025 dataset describes the molecule C26H22N4O3. The level of theory is ωB97M-V/def2-TZVPD.

Last column: Mulliken charge in e.
Element x y z (Å)
O: 0.02 -2.45 1.18  -0.67
C: -0.38 -1.41 1.64  -0.17
N: -1.60 -1.27 2.23  -0.05
H: -1.89 -0.34 2.48  0.36
C: -2.66 -2.24 1.98  -1.47
C: -3.39 -1.84 0.72  0.91
C: -4.47 -0.98 0.77  -0.43
C: -5.06 -0.53 -0.40  -0.61
C: -4.57 -0.94 -1.63  -0.52
C: -3.49 -1.81 -1.68  -0.55
C: -2.90 -2.26 -0.51  -0.25
H: -2.05 -2.92 -0.55  0.34
H: -3.10 -2.13 -2.64  0.43
H: -5.03 -0.59 -2.54  0.41
H: -5.91 0.14 -0.35  0.41
H: -4.85 -0.65 1.73  0.40
H: -2.18 -3.21 1.87  0.40
H: -3.33 -2.25 2.85  0.50
C: 0.44 -0.11 1.68  -0.27
N: 1.67 -0.22 0.91  0.46
C: 2.84 -0.22 1.59  0.88
O: 2.91 -0.14 2.80  -0.71
C: 4.08 -0.31 0.76  0.10
N: 4.04 -0.94 -0.41  -0.25
C: 5.17 -1.01 -1.10  -0.23
C: 6.35 -0.46 -0.62  -0.29
N: 6.40 0.16 0.55  -0.61
C: 5.27 0.23 1.24  -0.19
H: 5.31 0.72 2.20  0.46
H: 7.28 -0.51 -1.17  0.39
H: 5.12 -1.53 -2.04  0.42
C: 1.58 -0.07 -0.50  -0.10
C: 1.11 -1.10 -1.30  -0.01
C: 0.98 -0.91 -2.66  -1.14
C: 1.32 0.30 -3.23  -0.43
C: 1.79 1.33 -2.44  -1.12
C: 1.91 1.15 -1.07  0.19
H: 2.27 1.95 -0.44  0.56
H: 2.06 2.28 -2.88  0.43
H: 1.22 0.45 -4.30  0.45
H: 0.61 -1.72 -3.28  0.48
H: 0.86 -2.05 -0.84  0.64
C: -0.38 1.07 1.22  -1.14
C: -1.22 0.97 0.12  0.62
C: -1.94 2.06 -0.33  -0.95
C: -1.81 3.28 0.31  0.76
C: -0.97 3.40 1.41  -0.92
C: -0.26 2.30 1.85  -0.27
H: 0.40 2.40 2.70  0.45
H: -0.88 4.36 1.90  0.44
O: -2.50 4.38 -0.09  -0.59
H: -3.04 4.17 -0.86  0.29
H: -2.59 1.96 -1.19  0.30
H: -1.32 0.02 -0.40  0.61
H: 0.76 0.04 2.72  0.83

Values from the calculation:
energy relative to the best compared isomer or geometry (same formula, charge and spin): 5.0 kJ/mol
total energy: -39422.8854 eV
largest force on an atom: 0.72 eV/A
SMILES: O=C(NCc1ccccc1)[C@H](c1ccc(O)cc1)N(C(=O)c1cnccn1)c1ccccc1
orbital gap: 9.0 eV